## i
Formula: C20H24N2O5S
Source: the Open Molecules 2025 dataset
Level of theory: ωB97M-V/def2-TZVPD

The geometry in XYZ format:
```
52
Properties=species:S:1:pos:R:3:mulliken_charge:R:1
C -4.83 -0.03 -1.80 -0.513
O -6.15 -0.28 -1.39 -0.465
C -6.27 -0.76 -0.06 -0.392
C -6.15 0.34 1.01 -0.604
C -5.01 0.09 2.00 -0.965
N -3.71 0.15 1.37 0.011
C -2.98 -0.94 1.09 0.127
O -3.32 -2.07 1.39 -0.657
C -1.70 -0.68 0.34 0.479
C -1.21 -1.70 -0.47 -1.160
C -0.03 -1.52 -1.16 -0.451
C 0.66 -0.33 -1.05 0.137
S 2.27 -0.22 -1.83 1.326
O 2.50 1.14 -2.27 -0.802
O 2.40 -1.27 -2.80 -0.728
C 3.37 -0.53 -0.44 0.312
C 4.22 0.46 0.01 -0.232
C 5.04 0.20 1.10 -0.815
C 5.01 -1.03 1.74 0.942
C 5.89 -1.31 2.91 -1.400
C 4.14 -2.01 1.26 -0.850
C 3.33 -1.77 0.18 -0.572
C 0.18 0.72 -0.26 0.119
N 0.89 1.91 -0.22 -0.007
C 0.60 3.05 0.48 0.817
C 1.60 4.14 0.20 -1.286
O -0.33 3.17 1.24 -0.634
C -1.01 0.52 0.45 -0.781
H -4.39 0.83 -1.28 0.194
H -4.89 0.20 -2.87 0.324
H -4.19 -0.90 -1.65 0.199
H -7.27 -1.21 -0.03 0.332
H -5.53 -1.55 0.12 0.332
H -7.08 0.42 1.57 0.359
H -5.99 1.30 0.51 0.377
H -5.04 0.82 2.81 0.387
H -5.10 -0.92 2.43 0.416
H -3.41 1.05 1.04 0.246
H -1.76 -2.63 -0.53 0.473
H 0.39 -2.29 -1.79 0.600
H 4.25 1.40 -0.51 0.551
H 5.71 0.97 1.45 0.324
H 6.42 -0.42 3.23 0.353
H 6.63 -2.07 2.65 0.323
H 5.31 -1.70 3.74 0.347
H 4.11 -2.97 1.75 0.400
H 2.66 -2.53 -0.20 0.471
H 1.64 1.95 -0.90 0.101
H 1.29 5.06 0.69 0.374
H 1.69 4.31 -0.87 0.334
H 2.58 3.85 0.59 0.270
H -1.35 1.31 1.10 0.955
```

Calculated values
total charge: 0
HOMO: -0.3327 Ha
SMILES: COCCCNC(=O)c1ccc(S(=O)(=O)c2ccc(C)cc2)c(NC(C)=O)c1
gap between HOMO and LUMO: 8.90 eV



## ii
Formula: C20H24N2O5S
Source: the Open Molecules 2025 dataset
Level of theory: ωB97M-V/def2-TZVPD

The geometry in XYZ format:
```
52
Properties=species:S:1:pos:R:3:mulliken_charge:R:1
C -8.75 -1.29 -0.33 -1.058
H -9.68 -0.98 -0.50 0.348
O -7.88 -0.02 -0.38 -0.365
C -6.63 -0.26 -0.27 0.610
C -5.95 -1.60 -0.34 -1.363
C -4.65 -1.49 -0.02 -0.529
C -3.99 -0.33 0.15 0.029
C -4.64 1.03 -0.20 0.503
C -6.04 1.01 -0.29 -0.719
H -6.53 1.85 -0.25 0.799
O -3.91 2.35 -0.01 -0.396
C -4.61 3.49 -0.17 -1.105
H -5.17 3.33 0.66 0.492
H -5.04 3.61 -0.97 0.423
H -3.73 4.13 -0.13 0.274
N -2.58 -0.14 0.21 -0.122
C -1.56 -1.27 0.25 0.145
O -1.89 -2.35 0.32 -0.504
C -0.08 -0.50 0.22 0.563
C 0.69 -1.31 1.16 -0.524
C 1.99 -0.96 1.05 -0.460
C 2.34 0.26 0.62 -0.041
C 1.58 1.02 -0.26 -0.635
C 0.20 0.57 -0.23 -0.005
H -0.41 1.25 -1.28 0.185
H 2.05 1.79 -0.84 0.550
S 4.19 0.47 0.60 1.316
O 4.56 0.92 1.96 -0.773
O 4.31 1.78 -0.12 -0.789
N 4.94 -0.76 0.08 0.293
C 4.83 -0.75 -1.48 -1.078
C 5.86 -0.07 -2.29 -0.701
C 7.31 -0.38 -1.61 -0.703
C 7.29 -0.33 -0.14 -0.470
C 6.19 -1.10 0.55 -0.938
H 6.21 -0.62 1.65 0.428
H 6.42 -2.09 0.23 0.423
H 7.14 0.87 0.37 0.249
H 8.27 -0.45 0.30 0.487
H 7.93 0.31 -2.02 0.463
H 7.57 -1.55 -1.69 0.192
H 5.57 1.08 -1.74 0.208
H 5.73 -0.28 -3.20 0.683
H 3.77 -0.67 -1.70 0.476
H 4.82 -1.86 -1.74 0.401
H 2.91 -1.57 1.73 0.089
H 0.44 -2.35 1.59 0.284
H -2.05 0.70 0.17 0.252
H -4.02 -2.23 -0.13 0.789
H -6.61 -2.31 -0.17 0.530
H -8.66 -1.85 0.45 0.456
H -8.51 -1.86 -1.34 0.338
```

Calculated values
total charge: 0
HOMO: -0.2636 Ha
gap between HOMO and LUMO: 7.42 eV



Relative energies, kJ/mol: i 0.0; ii 1634.8.



## i
Formula: C47H117N3O23
Source: the Open Molecules 2025 dataset
Level of theory: ωB97M-V/def2-TZVPD

The geometry in XYZ format:
```
190
Properties=species:S:1:pos:R:3:mulliken_charge:R:1
C 10.73 13.68 -8.13 -1.918
C 9.45 13.45 -8.94 1.700
C 8.63 12.34 -8.28 -1.607
C 7.80 12.79 -7.06 0.758
C 7.00 14.04 -7.37 -0.432
C 7.80 15.20 -7.99 1.764
N 8.63 14.67 -9.05 1.474
O 9.41 15.73 -9.60 -0.660
C 6.78 16.20 -8.53 -1.808
C 8.56 15.88 -6.84 -2.058
C 9.80 13.02 -10.36 -1.860
H 11.27 14.57 -8.45 0.363
H 11.47 12.88 -8.25 0.475
H 10.53 13.78 -7.06 0.294
H 7.92 11.88 -8.97 0.127
H 9.28 11.56 -7.86 0.438
H 8.33 12.84 -6.11 0.552
H 7.05 12.00 -6.94 -0.605
H 6.44 14.37 -6.49 0.648
H 6.20 13.78 -8.09 -0.728
H 5.96 16.32 -7.81 0.407
H 7.18 17.19 -8.76 0.458
H 6.28 15.79 -9.42 0.116
H 7.86 16.40 -6.19 0.463
H 9.16 15.15 -6.30 0.272
H 9.25 16.62 -7.26 0.428
H 8.98 12.56 -10.91 0.157
H 10.62 12.29 -10.33 0.455
H 10.19 13.83 -10.97 0.435
H 8.90 16.03 -10.36 0.319
C 6.85 17.41 -13.68 -2.229
C 6.76 15.90 -13.82 2.451
C 6.93 15.33 -12.40 -0.974
C 6.61 13.85 -12.23 -0.214
C 5.26 13.52 -12.83 -0.888
C 4.92 14.13 -14.19 2.136
N 5.40 15.52 -14.23 0.284
O 5.11 16.07 -15.51 -0.514
C 5.55 13.19 -15.24 -1.981
C 3.39 14.14 -14.29 -2.083
C 7.86 15.39 -14.76 -1.766
H 6.10 17.78 -12.97 0.381
H 6.59 17.90 -14.62 0.498
H 7.86 17.69 -13.38 0.399
H 7.92 15.44 -11.95 -0.139
H 6.30 15.90 -11.72 0.274
H 6.66 13.48 -11.21 -0.246
H 7.34 13.24 -12.78 0.167
H 4.49 13.88 -12.13 -0.166
H 5.15 12.43 -12.80 0.833
H 5.45 13.65 -16.23 0.413
H 6.58 12.95 -14.99 0.384
H 4.96 12.27 -15.29 0.394
H 3.03 14.53 -15.24 0.520
H 3.08 13.09 -14.23 -0.108
H 2.98 14.73 -13.47 0.745
H 8.24 14.40 -14.47 0.343
H 8.68 16.10 -14.85 0.417
H 7.44 15.14 -15.74 0.322
H 4.34 16.62 -15.35 0.355
C 2.74 11.79 -10.74 -0.302
C 2.62 11.96 -9.23 1.481
C 1.24 11.41 -8.85 -0.553
C 1.03 11.26 -7.36 -0.539
C 2.08 10.39 -6.70 -1.145
C 3.50 10.85 -7.12 2.969
N 3.62 11.21 -8.52 1.678
O 4.92 11.32 -9.01 -0.560
C 3.97 11.97 -6.17 -0.701
C 4.44 9.68 -6.86 -1.678
C 2.71 13.48 -8.92 -0.748
H 1.90 12.25 -11.25 0.169
H 2.77 10.73 -11.02 -0.386
H 3.70 12.16 -11.10 -0.340
H 0.50 12.02 -9.36 -0.090
H 1.14 10.42 -9.32 0.274
H 0.01 10.93 -7.14 0.008
H 1.14 12.28 -6.95 -0.316
H 1.96 9.33 -6.95 0.357
H 1.96 10.47 -5.62 0.005
H 3.19 12.72 -5.98 0.112
H 4.20 11.55 -5.19 -0.032
H 4.86 12.46 -6.56 -0.433
H 4.39 9.25 -5.86 -0.069
H 4.25 8.83 -7.53 0.153
H 5.49 9.89 -7.10 0.309
H 3.68 13.84 -9.30 -0.143
H 2.52 13.66 -7.87 0.199
H 1.99 14.08 -9.48 -0.004
H 5.21 12.24 -8.85 0.000
C -2.29 13.47 -7.58 0.632
C -3.17 12.40 -6.99 -0.154
O -4.21 12.10 -7.95 -0.566
O -2.94 14.74 -7.56 -0.626
H -1.98 13.21 -8.59 -0.312
H -1.35 13.55 -7.02 0.113
H -3.68 12.77 -6.10 0.288
H -2.56 11.52 -6.78 0.016
H -4.09 11.19 -8.24 0.305
H -3.61 14.70 -8.25 0.371
C 6.61 10.83 -2.90 -0.722
C 5.78 12.08 -2.69 -0.028
O 6.14 13.04 -3.70 -0.497
O 6.25 10.08 -4.03 -0.176
H 6.55 10.23 -1.97 0.353
H 7.66 11.10 -3.01 0.364
H 6.08 12.55 -1.76 0.498
H 4.72 11.85 -2.79 -0.124
H 6.23 12.54 -4.52 0.148
H 5.42 9.60 -3.86 0.123
C -2.14 7.21 -5.40 -0.505
C -0.88 7.80 -5.98 -0.228
O -0.35 8.77 -5.04 -0.235
O -3.11 8.22 -5.16 -0.525
H -1.94 6.68 -4.47 0.261
H -2.63 6.54 -6.11 0.336
H -1.06 8.34 -6.91 0.009
H -0.07 7.10 -6.20 0.431
H 0.36 8.35 -4.54 0.146
H -2.78 8.81 -4.49 0.296
C 2.12 8.97 -14.44 -0.505
C 1.33 10.07 -13.80 0.691
O -0.05 9.99 -14.11 -0.704
O 1.81 7.71 -13.82 -0.648
H 3.18 9.08 -14.21 0.281
H 2.00 8.93 -15.52 0.363
H 1.74 11.08 -13.97 -0.105
H 1.51 9.99 -12.71 -0.157
H -0.42 10.46 -13.34 0.375
H 0.96 7.36 -14.12 0.302
C -2.91 10.15 -11.92 -0.602
C -1.58 10.32 -11.25 -0.377
O -0.75 11.34 -11.81 -0.247
O -3.72 11.26 -11.54 -0.449
H -3.41 9.23 -11.60 0.413
H -2.76 10.04 -13.00 0.333
H -0.96 9.42 -11.27 0.494
H -1.75 10.51 -10.18 0.217
H -1.18 12.18 -11.54 0.200
H -4.56 11.20 -12.00 0.259
C 4.27 6.52 -9.82 -0.455
C 3.48 7.37 -10.78 -0.022
O 3.83 7.05 -12.11 -0.584
O 5.65 6.78 -9.93 -0.484
H 4.06 5.45 -9.93 0.316
H 3.90 6.71 -8.80 0.167
H 3.65 8.42 -10.54 0.100
H 2.41 7.21 -10.59 0.312
H 3.12 7.31 -12.72 0.232
H 5.87 6.87 -10.87 0.297
C -0.97 14.94 -10.50 -0.021
C -0.11 15.65 -11.54 -0.808
O 0.98 14.83 -11.93 -0.337
O -1.63 13.81 -11.07 -0.474
H -1.72 15.60 -10.05 0.463
H -0.34 14.63 -9.66 -0.048
H 0.27 16.58 -11.14 0.404
H -0.79 15.82 -12.38 0.310
H 0.64 13.98 -12.22 0.123
H -2.59 13.93 -11.05 0.183
C 3.71 8.32 -1.85 -0.666
C 4.03 6.84 -1.96 -0.116
O 2.90 6.20 -2.54 -0.550
O 3.83 8.93 -3.13 -0.197
H 4.40 8.88 -1.22 0.378
H 2.73 8.49 -1.38 0.345
H 4.25 6.46 -0.96 0.366
H 4.94 6.76 -2.56 -0.002
H 3.23 5.50 -3.12 0.335
H 3.14 8.64 -3.73 0.073
C 0.02 11.90 -2.96 -0.236
C 0.90 12.90 -3.68 0.317
O 0.36 14.21 -3.41 -0.596
O 0.16 11.92 -1.57 -0.536
H 0.20 10.91 -3.42 0.060
H -1.01 12.05 -3.32 0.348
H 0.95 12.71 -4.75 -0.326
H 1.91 12.94 -3.26 0.229
H 0.39 14.32 -2.45 0.354
H -0.68 11.83 -1.13 0.346
C 7.27 6.94 -5.36 0.178
C 6.57 6.66 -6.68 -0.233
O 7.21 7.45 -7.65 -0.502
O 6.86 5.93 -4.42 -0.613
H 6.99 7.94 -5.04 -0.154
H 8.34 6.86 -5.57 0.313
H 5.50 6.89 -6.58 0.005
H 6.63 5.59 -6.90 0.459
H 6.84 7.25 -8.53 0.408
H 7.29 6.19 -3.60 0.301
```

Calculated values
total charge: 0
HOMO: -0.2951 Ha
gap between HOMO and LUMO: 8.06 eV



## ii
Formula: C47H117N3O23
Source: the Open Molecules 2025 dataset
Level of theory: ωB97M-V/def2-TZVPD

The geometry in XYZ format:
```
190
Properties=species:S:1:pos:R:3:mulliken_charge:R:1
C 3.38 0.75 -3.24 0.669
C 3.36 1.33 -4.67 -0.986
O 3.42 2.71 -4.69 -0.523
O 4.59 1.20 -2.56 -0.605
H 3.58 -0.32 -3.35 0.081
H 2.43 0.97 -2.74 -0.613
H 2.57 0.77 -5.18 0.409
H 4.22 0.93 -5.21 0.564
H 2.85 3.03 -5.40 0.443
H 5.13 1.77 -3.11 0.389
C -3.48 5.00 -3.12 -0.536
C -3.21 4.32 -1.75 0.462
O -3.85 5.03 -0.65 -0.509
O -3.36 4.24 -4.29 -0.552
H -2.82 5.86 -3.15 0.304
H -4.51 5.37 -3.03 0.381
H -2.14 4.14 -1.63 -0.406
H -3.56 3.29 -1.69 0.064
H -4.70 5.37 -0.91 0.306
H -2.70 3.60 -4.03 0.334
C 1.29 -2.29 -4.69 0.863
C -0.03 -2.00 -5.41 -0.141
O -1.07 -2.60 -4.69 -0.400
O 2.40 -1.69 -5.52 -0.502
H 1.37 -3.37 -4.60 -0.127
H 1.40 -1.80 -3.72 -0.685
H -0.08 -2.43 -6.41 0.485
H -0.18 -0.93 -5.56 -0.203
H -1.95 -2.46 -5.04 0.200
H 2.78 -2.43 -6.00 0.328
C 3.52 3.44 2.06 0.651
C 3.04 4.89 2.43 -0.740
O 2.49 5.76 1.44 -0.623
O 4.74 3.42 1.28 -0.639
H 2.70 2.92 1.58 -0.600
H 3.67 2.88 2.98 0.401
H 3.83 5.40 2.98 0.325
H 2.30 4.95 3.22 0.407
H 2.62 5.39 0.57 0.349
H 4.47 3.53 0.37 0.532
C -3.81 2.55 3.58 0.743
C -2.46 3.27 3.99 -0.374
O -2.10 3.10 5.33 -0.438
O -5.00 3.11 4.28 -0.629
H -3.64 1.53 3.91 -0.151
H -3.86 2.63 2.49 -0.112
H -2.29 4.32 3.76 0.588
H -1.61 2.98 3.36 -0.159
H -2.75 3.66 5.78 0.314
H -5.32 3.91 3.85 0.381
C 0.97 -5.83 -4.69 -0.540
C 0.22 -5.48 -3.39 0.182
O -1.10 -5.09 -3.66 -0.595
O 2.37 -5.95 -4.52 -0.549
H 0.75 -5.10 -5.47 0.266
H 0.54 -6.78 -5.02 0.384
H 0.64 -4.67 -2.78 -0.178
H 0.10 -6.27 -2.65 0.460
H -1.19 -4.17 -3.92 0.333
H 2.61 -6.81 -4.18 0.326
C -0.24 2.23 -4.70 1.095
C -0.11 3.47 -5.49 -1.114
O 1.26 3.37 -6.05 -0.543
O -1.49 2.25 -3.97 -0.552
H 0.65 2.08 -4.09 -0.456
H -0.38 1.48 -5.48 0.123
H -0.17 4.29 -4.78 0.436
H -0.76 3.56 -6.36 0.370
H 1.24 4.18 -6.57 0.301
H -1.27 1.74 -3.18 -0.172
C 2.32 4.53 -2.08 0.260
C 2.90 5.92 -2.40 -0.816
O 1.91 6.73 -2.96 -0.550
O 3.30 3.90 -1.17 -0.340
H 2.04 3.96 -2.97 0.031
H 1.37 4.65 -1.56 0.184
H 3.76 5.85 -3.07 0.291
H 3.31 6.51 -1.59 0.417
H 1.95 7.60 -2.56 0.326
H 3.74 3.23 -1.70 0.221
C -6.54 2.01 0.94 0.215
C -7.88 2.84 0.58 -0.605
O -8.34 3.64 1.65 -0.472
O -6.85 0.88 1.65 -0.510
H -5.90 2.72 1.46 -0.040
H -5.96 1.62 0.11 0.163
H -8.64 2.16 0.19 0.318
H -7.45 3.41 -0.24 0.294
H -8.31 3.09 2.44 0.333
H -7.43 1.03 2.40 0.318
C -5.85 -2.47 -6.08 -0.659
C -4.89 -1.91 -4.93 -0.269
O -3.59 -1.76 -5.51 -0.321
O -5.17 -3.35 -7.08 -0.520
H -6.27 -1.67 -6.69 0.315
H -6.85 -2.76 -5.76 0.383
H -4.92 -2.74 -4.23 0.280
H -5.19 -1.00 -4.42 0.317
H -3.61 -1.12 -6.22 0.179
H -4.60 -4.03 -6.71 0.325
C -0.44 -2.59 4.13 -0.429
C -0.93 -2.09 5.53 1.918
C -0.18 -2.90 6.55 -1.832
C 1.34 -2.59 6.72 -0.080
C 1.66 -1.11 6.76 -1.531
C 0.80 -0.17 5.88 2.150
N -0.67 -0.64 5.78 -0.420
O -1.53 0.23 5.09 0.180
C 0.69 1.07 6.73 -1.878
C 1.48 0.05 4.48 -0.961
C -2.45 -2.42 5.86 -1.807
H -1.12 -3.36 3.75 0.621
H 0.60 -2.90 4.05 -0.472
H -0.66 -1.67 3.60 -0.385
H -0.63 -2.76 7.53 0.487
H -0.32 -3.97 6.42 0.491
H 1.91 -3.01 5.90 -0.385
H 1.72 -3.12 7.60 0.612
H 2.67 -0.89 6.40 0.398
H 1.76 -0.90 7.82 0.357
H 0.34 0.89 7.75 0.501
H 1.62 1.63 6.69 0.376
H -0.12 1.70 6.35 0.262
H 2.40 0.63 4.51 0.813
H 1.81 -0.89 4.03 -0.135
H 0.82 0.51 3.75 -0.370
H -3.12 -2.27 5.02 0.359
H -2.91 -1.77 6.61 0.372
H -2.53 -3.49 6.07 0.419
H -1.95 0.55 5.89 0.314
C 3.09 -5.30 0.23 -2.594
C 3.15 -4.17 1.31 2.237
C 3.23 -4.92 2.72 -1.465
C 3.82 -3.90 3.85 0.891
C 5.17 -3.20 3.46 -1.707
C 4.98 -2.47 2.06 1.873
N 4.37 -3.44 1.08 0.270
O 4.47 -2.94 -0.23 -0.403
C 4.26 -1.07 2.14 -1.684
C 6.46 -2.30 1.55 -1.913
C 1.95 -3.39 1.18 -0.862
H 3.98 -5.93 0.13 0.494
H 2.88 -4.95 -0.78 0.497
H 2.29 -6.02 0.40 0.403
H 2.31 -5.26 3.18 0.515
H 3.77 -5.86 2.80 0.391
H 3.87 -4.41 4.81 0.637
H 3.01 -3.17 3.88 -1.052
H 5.93 -3.98 3.41 0.416
H 5.32 -2.40 4.19 0.501
H 4.87 -0.18 2.02 0.623
H 3.58 -0.83 1.33 0.312
H 3.86 -0.76 3.11 -0.024
H 7.14 -2.23 2.40 0.441
H 6.82 -3.26 1.19 0.523
H 6.57 -1.54 0.78 0.337
H 1.73 -3.18 0.13 -0.008
H 1.97 -2.46 1.75 -0.423
H 1.07 -3.92 1.57 0.526
H 5.00 -3.56 -0.73 0.312
C -1.65 -2.17 -1.02 -1.617
C -2.09 -0.69 -1.11 2.285
C -3.05 -0.22 0.11 -1.782
C -2.32 0.16 1.42 -0.154
C -1.25 1.26 1.07 -1.132
C -0.22 0.93 -0.04 3.023
N -0.97 0.27 -1.17 -0.067
O -0.19 0.23 -2.31 2.369
C 0.27 2.26 -0.52 -0.462
C 0.91 0.04 0.45 0.034
C -2.94 -0.45 -2.35 -1.203
H -2.51 -2.77 -0.76 0.547
H -0.99 -2.34 -0.17 0.197
H -1.31 -2.64 -1.95 0.055
H -3.56 0.70 -0.19 0.015
H -3.92 -0.83 0.34 0.899
H -1.88 -0.77 1.78 -0.351
H -2.94 0.36 2.29 0.364
H -0.72 1.19 2.02 -0.626
H -1.82 2.16 0.85 0.640
H 0.72 2.96 0.18 0.714
H 0.96 2.12 -1.36 -0.466
H -0.47 2.94 -0.96 -1.136
H 0.65 -0.48 1.38 -0.846
H 1.21 -0.67 -0.32 -0.091
H 1.73 0.61 0.89 0.018
H -3.93 -0.91 -2.39 0.546
H -2.59 -0.94 -3.26 -0.246
H -3.03 0.63 -2.47 -0.273
H 0.26 -0.62 -2.35 -0.631
```

Calculated values
total charge: 0
HOMO: -0.2984 Ha
gap between HOMO and LUMO: 8.39 eV



Relative energies, kJ/mol: i 0.0; ii 687.3.



## i
Formula: C2H2N2OS
Source: the Open Molecules 2025 dataset
Level of theory: ωB97M-V/def2-TZVPD

The geometry in XYZ format:
```
8
Properties=species:S:1:pos:R:3:mulliken_charge:R:1
S -1.98 -0.02 -0.01 -0.368
C -0.35 0.03 -0.01 0.240
N 0.54 1.06 0.04 0.169
N 1.87 0.64 -0.01 -0.519
C 1.72 -0.61 -0.02 0.071
O 0.47 -1.11 0.03 -0.255
H 0.34 2.05 -0.06 0.236
H 2.57 -1.27 -0.05 0.425
```

Calculated values
total charge: 0
HOMO: -0.3271 Ha
SMILES: S=c1[nH]nco1
gap between HOMO and LUMO: 9.70 eV



## ii
Formula: C2H2N2OS
Source: the Open Molecules 2025 dataset
Level of theory: ωB97M-V/def2-TZVPD

The geometry in XYZ format:
```
8
Properties=species:S:1:pos:R:3:mulliken_charge:R:1
N -0.52 0.82 1.02 -0.299
N -0.95 1.81 0.75 0.791
O -1.53 2.80 0.56 -0.536
C 1.06 -1.22 -0.11 -0.559
C 0.07 -0.78 -0.84 0.289
S -0.93 -0.31 -1.90 -0.348
H 1.38 -0.98 0.83 0.359
H 1.43 -2.15 -0.32 0.302
```

Calculated values
total charge: 0
HOMO: -0.3179 Ha
SMILES: N#[N+][O-].C=C=S
gap between HOMO and LUMO: 8.48 eV



Relative energies, kJ/mol: i 0.0; ii 288.3.